Here is a structure of composition C6H5ClFFe at a distorted geometry from the Open Molecules 2025 dataset. Energies are from ωB97M-V/def2-TZVPD.

Frontier orbital gap (spin up / spin down) ... 5.98 / 4.83 eV
Total charge ... +1
Multiplicity ... 7
<S²> ... 12.02

The geometry in XYZ format:
```
14
Properties=species:S:1:pos:R:3:nbo_charge:R:1
Fe -25.444 22.127 -13.412 0.7823
Cl -25.565 24.316 -14.199 -0.7741
F -22.340 24.329 -17.787 -0.2195
C -23.108 23.378 -18.347 0.5957
C -22.823 22.817 -19.645 -0.2304
C -23.828 22.097 -20.227 -0.1541
C -24.940 21.613 -19.500 0.0316
C -25.157 21.941 -18.162 -0.2046
C -24.234 22.870 -17.653 -0.1601
H -21.910 23.124 -20.135 0.2714
H -23.626 21.704 -21.213 0.2609
H -25.488 20.843 -20.023 0.2496
H -26.001 21.549 -17.612 0.2733
H -24.192 23.302 -16.664 0.2779
```